The following is a DFT calculation (ωB97M-V/def2-TZVPD) of an isolated molecule of C4H5NO.

Geometry (Å):
1 O 0.541 1.294 1.955
2 N -0.450 1.939 1.709
3 C 0.707 -1.546 -0.594
4 C -0.716 0.513 -0.171
5 C -1.267 1.393 0.633
6 C 0.185 -0.159 -0.832
7 H 0.646 0.406 -1.642
8 H -2.255 1.834 0.556
9 H 1.781 -1.467 -0.384
10 H 0.594 -2.166 -1.488
11 H 0.233 -2.041 0.256

Output
HOMO = -9.02 eV
E = -285.26016 hartree
Spin multiplicity = 1
HOMO-LUMO gap = 8.65 eV